[1]
Entry from the Open Molecules 2025 dataset: a cluster of 25 separate species, C4H56BBrO30 in total at a distorted geometry (ωB97M-V with the def2-TZVPD basis set).

- energy above the lowest of the compared OMol25 structures with the same formula, charge and spin (kJ/mol) = 522.8
- Kohn-Sham gap (eV) = 8.66

```
92
C4H56BBrO30 (ωB97M-V with the def2-TZVPD basis set)
O 0.00 2.95 -0.28
C 0.68 1.78 -0.47
O 1.40 1.26 0.71
C 1.60 -0.19 0.64
C 1.58 -0.83 2.19
C 1.03 -2.38 2.03
Br 0.25 -2.94 3.83
O 0.77 1.10 -1.77
O -0.28 1.31 -2.51
B -1.42 0.43 -2.15
O -1.50 -1.03 -2.35
O -2.57 1.11 -1.45
H 2.65 -0.38 0.14
H 0.79 -0.78 0.04
H 0.85 -0.23 2.91
H 2.67 -0.89 2.64
H 1.88 -3.14 1.74
H 0.11 -2.48 1.28
H -1.47 -1.51 -1.45
H -2.35 1.12 -0.45
O 3.94 2.12 -0.23
H 4.08 2.98 0.18
H 3.15 1.78 0.22
O 3.93 0.89 2.57
H 4.27 1.77 2.77
H 4.00 0.82 1.61
O 4.51 -2.08 2.78
H 4.68 -2.41 3.67
H 4.71 -1.13 2.85
O 2.48 4.67 -1.78
H 2.02 3.83 -1.64
H 1.77 5.30 -1.99
O 1.99 6.71 0.35
H 1.14 6.89 -0.07
H 2.22 5.81 0.05
O 1.87 2.52 -4.58
H 1.27 2.70 -5.32
H 1.31 2.11 -3.91
O -0.62 4.24 -4.38
H -0.44 3.90 -3.49
H -0.41 5.18 -4.32
O -2.22 -3.76 2.69
H -2.58 -3.96 3.57
H -2.32 -4.59 2.20
O 0.02 -3.23 -0.57
H -0.14 -3.55 -1.47
H 0.42 -3.99 -0.12
O 0.00 6.37 -2.61
H 0.15 7.24 -2.21
H -0.79 6.03 -2.17
O -5.28 -3.64 3.14
H -5.65 -3.00 2.51
H -4.33 -3.63 2.95
O 3.80 -4.59 1.65
H 4.15 -3.71 1.85
H 3.88 -4.66 0.69
O -4.76 -5.94 4.35
H -5.22 -6.78 4.49
H -5.47 -5.31 4.14
O -1.64 6.41 -0.04
H -1.64 7.15 0.58
H -2.42 5.89 0.22
O 2.49 0.45 -7.10
H 2.49 1.20 -6.48
H 1.72 -0.07 -6.84
O -6.25 -6.17 7.21
H -6.62 -5.53 6.59
H -5.30 -6.16 7.02
O -6.41 -2.49 0.55
H -7.27 -2.31 0.13
H -6.19 -3.38 0.25
O -1.95 7.05 -6.13
H -1.88 6.08 -6.12
H -1.05 7.35 -5.94
O 0.51 -5.21 2.00
H 0.32 -5.46 2.92
H 1.16 -5.86 1.71
O -1.54 9.52 0.59
H -0.64 9.88 0.60
H -1.87 9.75 -0.29
O -2.82 -6.32 0.61
H -2.88 -7.28 0.64
H -3.47 -6.06 -0.06
O -2.17 -4.09 5.69
H -2.09 -5.06 5.70
H -1.26 -3.79 5.87
O 5.07 -1.45 -6.27
H 4.60 -2.29 -6.13
H 4.36 -0.82 -6.48
O 4.25 -0.03 -2.06
H 4.02 0.08 -3.00
H 4.19 0.86 -1.70
```

These are the Mulliken partial charges, in e, on atoms 1 to 6: atom 1 (O): -0.51, atom 2 (C): 0.62, atom 3 (O): -0.49, atom 4 (C): 0.00, atom 5 (C): -0.32, atom 6 (C): -0.24



[2]
Entry from the Open Molecules 2025 dataset: the molecule C7H11NO at a distorted geometry (ωB97M-V with the def2-TZVPD basis set).

- energy above the lowest of the compared OMol25 structures with the same formula, charge and spin (kJ/mol) = 322.6
- structure (SMILES) = [H]/N=C(\C)C(=C)C(=O)CC
- Kohn-Sham gap (eV) = 9.21

```
20
C7H11NO (ωB97M-V with the def2-TZVPD basis set)
H -0.30 2.38 2.06
N -0.61 1.76 1.31
C 0.01 0.66 1.25
C 1.31 0.40 1.96
C -1.00 -0.48 0.51
C -2.24 -0.32 0.12
C 0.20 -1.14 0.02
O 0.77 -2.04 0.63
C 0.37 -1.04 -1.53
C 0.29 0.35 -2.12
H 1.26 -0.53 2.50
H 2.12 0.33 1.22
H 1.55 1.22 2.64
H -2.84 0.43 0.62
H -2.68 -0.92 -0.66
H -0.43 -1.67 -1.95
H 1.33 -1.52 -1.75
H 0.49 0.30 -3.20
H -0.68 0.81 -1.94
H 1.06 1.00 -1.70
```

These are the Mulliken partial charges, in e, on atoms 1 to 6: atom 1 (H): 0.24, atom 2 (N): -0.65, atom 3 (C): 0.58, atom 4 (C): -1.35, atom 5 (C): 0.15, atom 6 (C): -0.82



[3]
Entry from the Open Molecules 2025 dataset: a structure of composition C19H14FeN2O4 at a distorted geometry (ωB97M-V with the def2-TZVPD basis set).

- energy above the lowest of the compared OMol25 structures with the same formula, charge and spin (kJ/mol) = 172.5
- spin multiplicity = 5
- Kohn-Sham gap (spin up / spin down) (eV) = 6.40 / 5.68
- expectation value of S² = 6.08

```
40
C19H14FeN2O4 (ωB97M-V with the def2-TZVPD basis set)
C -4.35 2.26 1.07
O -2.97 2.68 1.12
C -1.89 1.82 0.92
C -1.11 1.31 1.99
C -0.49 -0.05 1.73
C 0.23 -0.23 0.41
C -0.04 0.96 -0.42
C -1.28 1.69 -0.35
Fe 0.15 2.67 1.09
C 1.23 2.49 2.49
O 1.91 2.70 3.39
C -0.45 4.13 1.55
O -0.75 5.23 1.91
C 1.48 3.29 0.14
O 2.32 3.96 -0.30
H -4.93 3.17 1.26
H -4.59 1.86 0.07
H -4.54 1.51 1.85
H -1.45 1.56 2.98
H 0.02 -0.41 2.62
H -1.37 -0.78 1.60
H 1.35 -0.48 0.49
H 0.51 1.09 -1.39
H -1.72 2.19 -1.23
C 0.20 -2.30 -0.15
C 0.45 -2.92 1.12
N 0.69 -3.39 2.17
C 1.14 -2.72 -1.25
C 0.80 -2.44 -2.59
C 1.78 -2.50 -3.58
C 3.08 -2.91 -3.27
C 3.40 -3.28 -1.95
C 2.43 -3.21 -0.95
C -1.18 -2.31 -0.53
N -2.33 -2.25 -0.82
H -0.21 -2.12 -2.85
H 1.53 -2.22 -4.61
H 3.86 -2.93 -4.05
H 4.41 -3.61 -1.71
H 2.69 -3.50 0.07
```

These are the Mulliken partial charges, in e, on atoms 1 to 6: atom 1 (C): -0.74, atom 2 (O): -0.41, atom 3 (C): -0.06, atom 4 (C): -0.99, atom 5 (C): -0.47, atom 6 (C): 0.13



[4]
Entry from the Open Molecules 2025 dataset: the molecule C24H27N3O7 (ωB97M-V with the def2-TZVPD basis set).

- energy above the lowest of the compared OMol25 structures with the same formula, charge and spin (kJ/mol) = 33.4
- structure (SMILES) = COC(=O)CN1C(=O)[C@H]2[C@@H](C3CC3)N3C(=O)CN(CCO)C(=O)[C@@]3(Cc3ccccc3)[C@H]2C1=O
- Kohn-Sham gap (eV) = 9.90

```
61
C24H27N3O7 (ωB97M-V with the def2-TZVPD basis set)
C 2.57 -5.22 -1.83
O 2.86 -3.85 -1.61
C 2.24 -2.99 -2.42
O 1.58 -3.29 -3.37
C 2.56 -1.55 -2.03
N 2.07 -1.25 -0.70
C 2.71 -0.38 0.17
O 3.78 0.11 -0.04
C 1.80 -0.20 1.37
C 1.13 1.20 1.31
C 2.03 2.35 0.96
C 1.57 3.73 1.33
C 2.69 3.09 2.09
N -0.02 0.94 0.44
C -0.10 1.37 -0.84
O 0.59 2.25 -1.31
C -1.17 0.73 -1.70
N -1.76 -0.49 -1.22
C -2.55 -1.24 -2.19
C -1.67 -2.24 -2.94
O -0.68 -1.55 -3.66
C -1.60 -1.00 0.01
O -2.19 -1.98 0.41
C -0.61 -0.29 0.94
C -1.35 -0.04 2.28
C -2.08 1.28 2.24
C -1.72 2.32 3.08
C -2.36 3.54 3.01
C -3.38 3.74 2.09
C -3.76 2.70 1.26
C -3.12 1.48 1.33
C 0.65 -1.19 1.15
C 0.98 -1.89 -0.15
O 0.43 -2.83 -0.66
H 2.73 -5.49 -2.87
H 3.24 -5.78 -1.18
H 1.53 -5.42 -1.56
H 3.64 -1.38 -2.03
H 2.08 -0.88 -2.75
H 2.37 -0.33 2.30
H 0.72 1.42 2.30
H 2.59 2.25 0.04
H 0.61 3.83 1.81
H 1.80 4.54 0.65
H 2.49 2.76 3.10
H 3.69 3.45 1.93
H -0.73 0.54 -2.68
H -1.96 1.49 -1.84
H -3.33 -1.78 -1.65
H -3.00 -0.53 -2.89
H -1.22 -2.92 -2.21
H -2.30 -2.83 -3.62
H 0.05 -2.17 -3.85
H -0.65 -0.06 3.11
H -2.05 -0.87 2.40
H -0.94 2.18 3.81
H -2.07 4.34 3.67
H -3.88 4.69 2.02
H -4.56 2.84 0.55
H -3.43 0.66 0.69
H 0.48 -1.92 1.95
```

These are the Mulliken partial charges, in e, on atoms 1 to 6: atom 1 (C): -0.69, atom 2 (O): -0.29, atom 3 (C): 0.80, atom 4 (O): -0.76, atom 5 (C): -0.78, atom 6 (N): 0.30



[5]
Entry from the Open Molecules 2025 dataset: a structure of composition C29H23Cl5F3N2O7S2Sc (ωB97M-V with the def2-TZVPD basis set).

- energy above the lowest of the compared OMol25 structures with the same formula, charge and spin (kJ/mol) = 0.0
- charge = -1
- spin multiplicity = 2
- Kohn-Sham gap (spin up / spin down) (eV) = 5.10 / 8.32
- expectation value of S² = 0.77

```
72
C29H23Cl5F3N2O7S2Sc (ωB97M-V with the def2-TZVPD basis set)
Sc -0.63 -0.94 -1.03
C 2.80 -0.28 3.55
C 1.71 -0.26 4.63
C 1.95 -1.38 5.63
C 0.32 -0.28 4.01
C -0.53 -1.37 4.07
C -1.79 -1.33 3.48
C -2.25 -0.19 2.83
C -3.62 -0.13 2.21
C -1.38 0.90 2.77
C -0.12 0.86 3.34
H 3.78 -0.13 4.00
H 2.65 0.50 2.80
H 2.80 -1.24 3.03
H 1.80 0.69 5.16
H 1.96 -2.35 5.14
H 1.18 -1.40 6.41
H 2.92 -1.25 6.11
H -0.22 -2.28 4.57
H -2.43 -2.20 3.53
H -4.19 -1.03 2.43
H -3.55 -0.03 1.13
H -4.17 0.74 2.59
H -1.72 1.81 2.28
H 0.53 1.72 3.24
Cl 0.74 -2.12 1.16
C 1.34 -3.03 -0.22
C 0.77 -2.72 -1.44
C 1.25 -3.43 -2.52
Cl 0.61 -3.10 -4.10
C 2.25 -4.40 -2.39
Cl 2.82 -5.28 -3.77
C 2.79 -4.67 -1.14
Cl 4.02 -5.87 -0.96
C 2.34 -3.97 -0.02
Cl 3.00 -4.26 1.54
F -4.07 -3.19 -3.18
C -2.99 -3.05 -2.41
F -2.23 -4.13 -2.55
F -2.29 -1.98 -2.88
S -3.43 -2.73 -0.65
O -4.48 -1.76 -0.71
O -3.71 -4.01 -0.07
O -2.13 -2.17 -0.19
O -2.20 0.52 -0.88
N -2.04 1.71 -1.44
C -1.46 2.69 -0.73
C -1.24 3.92 -1.32
C -1.61 4.13 -2.63
C -2.22 3.09 -3.33
C -2.42 1.88 -2.71
H -1.14 2.42 0.26
H -0.73 4.67 -0.74
H -1.42 5.07 -3.12
H -2.52 3.20 -4.36
H -2.84 1.00 -3.18
O -0.16 -0.01 -2.79
C 0.65 0.85 -2.22
N 0.83 0.63 -0.85
S 1.80 1.77 -0.20
O 1.10 2.53 0.81
O 3.06 1.21 0.22
C 1.95 2.68 -1.69
C 2.56 3.90 -1.89
C 2.53 4.46 -3.17
C 1.88 3.77 -4.22
C 1.26 2.56 -4.03
C 1.27 1.99 -2.73
H 3.07 4.40 -1.08
H 3.01 5.41 -3.36
H 1.88 4.21 -5.21
H 0.77 2.04 -4.84
```

These are the Mulliken partial charges, in e, on atoms 1 to 6: atom 1 (Sc): -0.07, atom 2 (C): -1.10, atom 3 (C): 0.82, atom 4 (C): -1.81, atom 5 (C): 0.33, atom 6 (C): -0.44



[6]
Entry from the Open Molecules 2025 dataset: a cluster of 6 separate species, C24H33F15O13 in total at a distorted geometry (ωB97M-V with the def2-TZVPD basis set).

- energy above the lowest of the compared OMol25 structures with the same formula, charge and spin (kJ/mol) = 225.4
- structure (SMILES) = CCOC(=O)C(F)(F)F.CCOC(=O)C(F)(F)F.CCOC(=O)C(F)(F)F.CCOC(=O)C(F)(F)F.CCOC(=O)C(F)(F)F.CCOC(=O)OC
- Kohn-Sham gap (eV) = 11.13

```
85
C24H33F15O13 (ωB97M-V with the def2-TZVPD basis set)
C -14.31 -13.19 -3.91
C -15.16 -14.09 -2.90
O -14.40 -15.31 -2.93
C -14.85 -16.61 -3.32
O -16.01 -16.97 -3.69
C -13.67 -17.65 -3.22
F -12.48 -17.04 -2.96
F -14.00 -18.57 -2.31
F -13.65 -18.28 -4.37
H -13.75 -13.53 -4.78
H -13.47 -12.76 -3.36
H -14.89 -12.31 -4.16
H -16.16 -14.30 -3.28
H -15.19 -13.65 -1.90
C -8.83 -16.82 -0.79
C -8.08 -18.04 -1.25
O -8.69 -19.26 -0.73
C -9.90 -19.67 -1.28
O -10.56 -19.08 -2.18
C -10.42 -20.97 -0.68
F -11.42 -20.68 0.10
F -10.85 -21.84 -1.57
F -9.51 -21.61 0.10
H -9.89 -16.75 -1.02
H -8.40 -15.90 -1.17
H -8.76 -16.80 0.30
H -7.12 -18.03 -0.74
H -7.90 -18.07 -2.33
C -10.73 -13.90 -1.30
C -10.83 -14.42 0.11
O -11.62 -15.56 0.43
C -12.93 -15.49 0.57
O -13.54 -14.45 0.39
C -13.64 -16.81 0.75
F -14.30 -16.78 1.92
F -14.49 -16.97 -0.25
F -12.79 -17.82 0.67
H -9.67 -13.75 -1.53
H -11.20 -12.93 -1.43
H -11.06 -14.62 -2.04
H -11.08 -13.60 0.78
H -9.76 -14.58 0.28
C -16.11 -9.61 -10.08
C -16.41 -11.06 -10.09
O -16.86 -11.47 -8.81
C -18.00 -11.07 -8.12
O -18.88 -10.42 -8.63
C -18.04 -11.40 -6.58
F -17.08 -12.22 -6.09
F -17.82 -10.28 -5.85
F -19.19 -11.93 -6.23
H -15.29 -9.50 -9.37
H -17.01 -9.08 -9.74
H -15.98 -9.29 -11.11
H -15.56 -11.63 -10.46
H -17.34 -11.15 -10.65
C -11.72 -6.08 -6.81
C -12.74 -7.14 -7.09
O -13.39 -7.39 -5.90
C -14.40 -8.37 -5.74
O -14.66 -9.19 -6.62
C -15.12 -8.34 -4.39
F -16.24 -7.62 -4.62
F -15.41 -9.62 -3.98
F -14.34 -7.66 -3.57
H -11.27 -5.75 -7.75
H -10.92 -6.33 -6.12
H -12.15 -5.21 -6.31
H -12.30 -7.95 -7.67
H -13.44 -6.78 -7.84
C -16.01 -11.48 0.45
C -15.11 -10.84 -0.65
O -15.05 -9.44 -0.56
C -16.11 -8.69 -0.66
O -17.22 -9.06 -1.00
O -15.69 -7.33 -0.47
C -16.70 -6.33 -0.49
H -17.09 -11.33 0.50
H -15.66 -11.23 1.45
H -15.88 -12.55 0.30
H -15.49 -11.15 -1.63
H -14.07 -11.16 -0.70
H -16.16 -5.43 -0.21
H -17.35 -6.52 0.37
H -17.25 -6.27 -1.43
```

These are the Mulliken partial charges, in e, on atoms 1 to 6: atom 1 (C): -0.94, atom 2 (C): 0.04, atom 3 (O): -0.26, atom 4 (C): 0.26, atom 5 (O): -0.60, atom 6 (C): 1.04



[7]
Entry from the Open Molecules 2025 dataset: a structure of composition C30H33N3O7Si2TcTe at a distorted geometry (ωB97M-V with the def2-TZVPD basis set).

- charge = -2
- spin multiplicity = 4
- Kohn-Sham gap (spin up / spin down) (eV) = 2.64 / 3.75
- expectation value of S² = 3.79

```
77
C30H33N3O7Si2TcTe (ωB97M-V with the def2-TZVPD basis set)
Tc 11.75 13.07 15.53
C 11.74 15.21 19.50
Si 12.50 14.04 18.15
C 11.94 12.25 18.48
C 14.42 14.00 18.47
C 14.85 14.21 19.81
C 16.17 14.34 20.15
C 17.14 14.37 19.16
C 16.75 14.10 17.82
C 15.41 14.00 17.45
Si 14.92 14.28 15.55
C 15.26 12.73 14.57
C 15.92 15.73 14.88
H 11.33 14.52 20.19
H 10.97 15.86 19.08
H 12.57 15.84 19.89
H 11.87 12.15 19.57
H 12.66 11.52 18.11
H 10.97 11.91 18.07
H 14.12 14.28 20.57
H 16.50 14.52 21.16
H 18.19 14.62 19.37
H 17.51 14.16 17.03
H 16.33 12.82 14.33
H 14.66 12.75 13.70
H 15.12 11.82 15.12
H 16.22 16.44 15.69
H 15.38 16.27 14.12
H 16.83 15.31 14.38
Te 12.70 15.55 16.00
O 13.80 10.48 16.42
C 12.71 10.15 15.91
O 11.80 10.95 15.51
C 12.40 8.67 15.69
C 13.12 7.80 16.52
C 13.02 6.44 16.26
C 12.19 5.95 15.28
C 11.33 6.81 14.64
C 11.41 8.20 14.81
H 13.90 8.31 17.19
H 13.60 5.72 16.86
H 12.16 4.90 14.99
H 10.57 6.43 13.99
H 10.91 8.96 14.23
O 10.24 12.26 13.06
C 11.37 12.59 12.72
O 12.32 12.87 13.56
C 11.80 12.70 11.27
C 10.96 12.06 10.36
C 11.18 12.06 9.00
C 12.23 12.88 8.56
O 12.71 12.90 7.29
C 13.82 13.77 7.31
O 14.15 14.01 8.75
C 13.12 13.49 9.46
C 12.86 13.47 10.84
H 10.08 11.53 10.75
H 10.58 11.48 8.30
H 13.54 14.75 6.93
H 14.69 13.27 6.89
H 13.55 13.90 11.58
C 7.81 16.30 14.44
N 8.05 15.03 15.13
C 7.09 14.35 15.85
C 7.38 13.10 16.33
C 8.71 12.61 16.23
N 9.72 13.42 15.72
C 9.35 14.61 15.04
O 10.15 15.21 14.31
N 9.05 11.33 16.48
H 6.81 16.68 14.71
H 7.82 16.14 13.36
H 8.57 17.06 14.65
H 6.09 14.78 15.88
H 6.59 12.43 16.77
H 8.32 10.68 16.77
H 9.83 10.91 16.01
```

These are the Mulliken partial charges, in e, on atoms 1 to 6: atom 1 (Tc): 1.52, atom 2 (C): -1.55, atom 3 (Si): 1.09, atom 4 (C): -1.23, atom 5 (C): -0.27, atom 6 (C): -0.73



[8]
Entry from the Open Molecules 2025 dataset: the molecule C6H10O (ωB97M-V with the def2-TZVPD basis set).

- energy above the lowest of the compared OMol25 structures with the same formula, charge and spin (kJ/mol) = 15.8
- structure (SMILES) = CC1=CCC[C@H]1O
- Kohn-Sham gap (eV) = 10.10

```
17
C6H10O (ωB97M-V with the def2-TZVPD basis set)
C -0.46 1.93 0.93
C -0.05 0.76 0.09
C 1.18 0.49 -0.36
C 1.33 -0.93 -0.82
C -0.12 -1.44 -0.89
C -0.99 -0.39 -0.16
O -1.55 -0.84 1.07
H 0.39 2.28 1.53
H -1.25 1.65 1.63
H -0.82 2.75 0.31
H 2.02 1.18 -0.29
H 1.92 -1.47 -0.07
H 1.87 -1.05 -1.77
H -0.43 -1.54 -1.94
H -0.26 -2.42 -0.42
H -1.87 -0.12 -0.76
H -0.82 -0.86 1.70
```

These are the Mulliken partial charges, in e, on atoms 1 to 6: atom 1 (C): -1.24, atom 2 (C): 0.19, atom 3 (C): -0.48, atom 4 (C): -0.54, atom 5 (C): -0.77, atom 6 (C): 0.18